167
Properties=species:S:1:pos:R:3 method="wB97M-V/def2-TZVPD" charge=+3 gap_ev=5.48 homo_ev=-10.521 lumo_energy_ha=-0.1853 relative_energy_kj_mol=73.1 multiplicity=1
C 10.52936 25.25211 19.70846
C 11.87746 24.54774 19.93352
C 11.89072 23.02723 20.13620
C 13.20693 22.51741 20.82118
N 13.25240 21.06685 20.70796
C 13.23568 20.64914 19.22528
C 13.99132 19.31670 19.16535
C 14.79276 19.17602 20.52908
C 14.61875 20.55896 21.14286
C 12.21538 20.40201 21.51546
H 10.41198 26.13316 20.32970
H 9.60735 24.63204 19.95062
H 10.35562 25.56020 18.63162
H 12.31744 24.95279 20.86159
H 12.55588 24.81405 19.08064
H 11.61478 22.44101 19.25069
H 11.08026 22.83010 20.87462
H 13.16342 22.79420 21.81706
H 14.08425 22.89928 20.24734
H 12.17891 20.53780 18.97265
H 13.65208 21.53496 18.64426
H 13.35826 18.40018 19.07296
H 14.62298 19.33960 18.30376
H 14.21304 18.43928 21.18543
H 15.80982 18.84824 20.36699
H 14.73947 20.59470 22.21042
H 15.34826 21.25935 20.77164
H 12.55289 20.41086 22.51350
H 12.02653 19.36284 21.19437
H 11.37251 20.97312 21.37441
C 24.69819 11.72683 9.14738
C 26.13883 12.17516 9.47893
C 26.08900 13.23106 10.60988
C 27.34549 13.80399 11.08363
N 27.02910 14.94632 12.09632
C 26.48570 16.10403 11.34950
C 27.10074 17.38049 11.91069
C 28.38030 16.97214 12.70228
C 28.43448 15.41332 12.59361
C 26.11856 14.63586 13.33786
H 24.17715 11.44950 10.07215
H 24.74206 10.92841 8.43679
H 24.19355 12.56310 8.68486
H 26.52755 12.61582 8.59677
H 26.68645 11.31353 9.80409
H 25.73888 12.64276 11.49415
H 25.34950 13.98914 10.28992
H 27.89008 14.25346 10.31952
H 27.99185 13.06280 11.60699
H 25.40576 16.13557 11.34441
H 26.81798 16.05209 10.34940
H 26.34129 17.90548 12.59634
H 27.29623 18.04680 11.06385
H 28.34580 17.27163 13.75301
H 29.27780 17.46845 12.27704
H 28.65049 14.71420 13.43008
H 29.05584 15.18212 11.71538
H 26.33833 13.61314 13.68768
H 25.09180 14.61678 12.99348
H 26.19303 15.29371 14.25153
C 11.48466 19.70632 10.94291
C 12.28347 18.42268 11.25498
O 13.50051 18.38343 10.99677
N 11.73100 17.55047 12.09940
H 10.72370 17.54737 12.17258
H 14.07221 18.65882 9.46087
C 12.53450 16.43222 12.50511
H 11.40164 20.30813 11.85093
H 10.53258 19.52455 10.52682
H 12.06968 20.25846 10.22225
H 11.86308 15.86750 13.16662
H 13.44981 16.80982 13.00477
H 12.76633 15.75948 11.67372
C 16.16135 19.01909 4.53355
C 17.13211 17.92931 4.78136
O 17.23550 16.79688 4.42721
N 18.12457 18.42448 5.78713
H 18.40967 19.33351 5.41974
H 17.68053 18.58743 6.78163
C 19.32898 17.56707 6.04742
H 15.94392 19.37801 5.54278
H 15.19291 18.69607 4.08336
H 16.60202 19.80670 3.96286
H 19.40629 16.75492 5.35117
H 19.21453 17.06543 7.03434
H 20.18506 18.22221 6.05711
C 15.17505 25.24578 10.10694
C 15.66760 24.01407 10.90126
C 17.19195 23.93203 10.78136
O 17.47618 22.57762 11.13091
C 18.77191 22.05540 10.99087
N 15.30629 24.02482 12.30294
H 18.38940 22.47251 14.71383
H 15.78865 24.72287 12.84414
H 14.32583 23.99221 12.57099
H 15.24994 25.21180 9.00089
H 15.59708 26.14509 10.41073
H 14.12119 25.33258 10.24216
H 15.32925 23.09626 10.40410
H 17.78226 24.64502 11.30655
H 17.40307 24.01766 9.70994
H 19.04125 21.89857 9.94602
H 18.72176 21.12474 11.57459
H 19.57986 22.65439 11.44816
C 21.05694 7.02605 17.32173
C 21.95526 6.78978 18.49814
C 21.25377 6.82947 19.84074
O 22.06490 6.11441 20.76385
C 21.48931 6.10964 22.04279
N 22.62135 5.41078 18.38009
H 23.09773 5.25819 19.34320
H 22.01101 4.60224 18.18078
H 23.45178 5.40540 17.78702
H 21.53832 7.26984 16.35641
H 20.33391 7.79188 17.58229
H 20.36788 6.17234 17.19281
H 22.78880 7.45413 18.65584
H 20.33866 6.30005 19.58761
H 20.97876 7.85944 20.11102
H 20.51234 5.68816 21.94148
H 21.41188 7.11994 22.42729
H 22.25179 5.58470 22.64260
C 21.80363 16.88816 11.38554
O 20.71931 15.92980 11.03996
O 22.96385 16.66335 10.95103
C 21.29452 18.54778 10.86808
F 20.27973 19.13691 11.57527
F 22.41728 19.37959 10.98887
F 20.98953 18.74189 9.54356
C 21.08594 14.67420 10.61072
C 21.31704 13.81553 11.73714
H 20.36935 13.44871 12.14778
H 21.87362 12.88480 11.58200
H 21.88567 14.31896 12.48860
H 21.88234 14.66996 9.93055
H 20.23923 14.26802 10.10024
H 21.78400 17.10303 12.43819
C 18.61968 21.04823 16.04987
O 17.26080 20.82722 16.06590
O 19.01838 21.77231 14.89788
C 18.73746 22.04765 17.22567
F 18.41953 21.43974 18.39791
F 20.06359 22.40426 17.35886
F 17.97628 23.08942 17.10016
C 16.76658 20.13371 14.94339
C 15.43128 20.75247 14.49421
H 15.60149 21.54479 13.74912
H 14.72928 20.00120 14.07957
H 14.94352 21.09400 15.39673
H 16.51635 19.09826 15.36156
H 17.45899 20.08198 14.03660
H 19.23681 20.12759 15.94004
C 15.86066 18.25137 8.89436
O 16.73704 19.09305 8.18261
O 14.54960 18.48484 8.63120
C 16.22002 16.84971 8.31901
F 17.51529 16.59592 8.58074
F 15.49200 15.86105 8.81146
F 16.09601 16.79729 6.97002
C 16.99379 20.40476 8.74686
C 16.94402 21.31387 7.54874
H 16.89910 22.37609 7.78661
H 17.81039 21.19507 6.83737
H 16.00562 21.16370 7.01821
H 18.01914 20.26905 9.05445
H 16.29999 20.62740 9.53366
H 16.12058 18.24280 10.02729